{
  "formula": "C58H74Br12N3O15",
  "method": "ωB97M-V with the def2-TZVPD basis set",
  "symbols": ["Br", "Br", "Br", "Br", "Br", "Br", "Br", "Br", "Br", "Br", "Br", "Br", "O", "O", "O", "O", "O", "O", "O", "O", "O", "O", "O", "O", "O", "O", "O", "N", "N", "N", "C", "C", "C", "C", "C", "C", "C", "C", "C", "C", "C", "C", "C", "C", "C", "C", "C", "C", "C", "C", "C", "C", "C", "C", "C", "C", "C", "C", "C", "C", "C", "C", "C", "C", "C", "C", "C", "C", "C", "C", "C", "C", "C", "C", "C", "C", "C", "C", "C", "C", "C", "C", "C", "C", "C", "C", "C", "C", "H", "H", "H", "H", "H", "H", "H", "H", "H", "H", "H", "H", "H", "H", "H", "H", "H", "H", "H", "H", "H", "H", "H", "H", "H", "H", "H", "H", "H", "H", "H", "H", "H", "H", "H", "H", "H", "H", "H", "H", "H", "H", "H", "H", "H", "H", "H", "H", "H", "H", "H", "H", "H", "H", "H", "H", "H", "H", "H", "H", "H", "H", "H", "H", "H", "H", "H", "H", "H", "H", "H", "H", "H", "H"],
  "coordinates": [[2.28668, -5.66029, -1.27319], [8.89483, -5.79262, -1.91887], [-0.67023, -1.71126, -6.30441], [2.39743, -2.89889, 4.24876], [-3.37997, -2.62682, -4.84692], [0.89929, -3.93739, -3.67020], [0.76033, -4.65762, 1.90254], [5.95450, -4.55912, -2.40700], [6.30453, -6.91471, -0.31737], [3.89298, -5.33260, 2.74085], [-1.07147, -5.08165, -1.38609], [-3.10774, 0.55744, -5.51350], [-4.27994, 4.14501, 5.42250], [-3.30833, 1.60551, 0.54646], [-7.08184, 2.93937, -5.55404], [-3.15318, -3.25638, 1.35187], [3.50606, 2.06696, -0.87368], [-5.59408, 0.86630, 6.80744], [1.01142, 5.30737, 4.88531], [-6.68726, 1.46871, -0.33987], [2.92503, 2.85486, 4.46084], [8.52396, 3.68344, -2.17998], [5.17308, -1.25208, -3.95809], [-6.27243, -7.67248, 0.98822], [7.80038, -1.73950, -2.52918], [-4.09446, -0.47865, 1.70730], [2.14693, 2.72835, -5.93871], [-1.92468, 3.33714, 0.38972], [-2.91815, 3.18988, 2.16807], [-0.01774, -0.76333, -0.84474], [4.80847, -2.22547, 0.38050], [2.26538, 0.46656, -5.24772], [4.03653, 2.00320, -4.86546], [0.59261, -5.40453, -2.41508], [-6.09228, -5.41772, 1.01710], [3.63730, 1.45145, 2.65734], [-5.44380, -6.63146, 1.18900], [9.13546, 1.59182, -3.17377], [-1.03866, -0.18342, -2.99828], [0.05873, 0.16136, 0.39874], [7.37686, 0.31288, -1.40793], [3.41942, -2.73153, -0.07655], [-0.10547, -0.55279, 1.76556], [-5.26494, 0.52691, 5.56597], [-5.33756, -4.27129, 1.29010], [-5.40883, 0.95966, 3.19154], [-2.05162, 3.48482, 4.85180], [7.21009, -5.28328, -1.03495], [-2.69556, 2.59028, 1.03363], [-2.63717, -1.30292, -6.04820], [-0.27316, 0.59143, 2.75343], [-0.68208, 3.76717, 4.66306], [-6.96926, 2.83811, -4.25255], [2.95412, 3.50362, 0.95427], [0.97149, -2.04063, -0.74907], [-2.23193, -0.41919, -2.05084], [-1.51604, -1.23892, -0.94353], [-3.95580, -4.32418, 1.51305], [8.98963, 0.21447, -3.16962], [-5.84145, 1.24465, 4.48012], [-4.12575, -6.75934, 1.57970], [8.40614, 2.27246, -2.24428], [-3.37131, -5.58184, 1.68016], [-5.68724, 2.62653, -3.70666], [7.51846, 1.68092, -1.40510], [-5.65958, 2.43176, -2.32985], [-2.96048, 4.45632, 5.28169], [3.09254, 2.66169, 3.17573], [3.81270, 1.25268, 1.32841], [0.19167, 0.04295, -2.15144], [-0.29680, 5.03233, 4.91944], [4.72794, 1.00025, -4.30584], [-6.75726, 2.03987, -1.59714], [3.02835, -0.56808, -4.70348], [4.31451, -0.26212, -4.26756], [2.40556, -1.61004, -0.41934], [2.81785, 1.74909, -5.30352], [-1.19312, 6.03036, 5.33605], [-4.52836, -0.13591, 2.93644], [-8.12452, 2.45470, -3.55820], [8.07008, -0.44344, -2.34147], [3.41785, 2.27045, 0.49074], [-2.54935, 5.79383, 5.39937], [-4.35933, -0.51076, 5.27212], [2.72238, 3.66543, 2.30778], [-3.96043, -0.80444, 3.99032], [-8.01221, 2.17271, -2.16926], [2.16887, -4.71286, 3.31506], [-9.02945, 2.47117, -4.14747], [6.58142, -0.08611, -0.79597], [9.59495, -0.30292, -3.89921], [-1.05313, -1.07807, 1.88440], [-3.50100, -1.75876, 3.77913], [1.28851, 6.02279, 5.46237], [3.96528, 0.25470, 0.94481], [-3.58224, -7.68040, 1.73020], [-2.53366, 4.07637, 2.46202], [5.97470, -0.85753, -3.60690], [-3.19038, -1.37232, -6.98480], [0.64816, -1.30274, 2.00581], [1.05650, 0.59496, 0.33138], [0.42584, 1.08734, -1.94525], [-0.73772, 1.49529, 2.35933], [-7.13319, -7.41167, 0.65256], [0.58305, -2.61115, 0.09457], [-0.02182, 3.01636, 4.25473], [-4.64929, 2.19382, -2.03135], [-7.08898, -5.34811, 0.60706], [4.54770, 2.95455, -4.86067], [-0.76968, 7.01483, 5.46990], [-7.43514, 1.73959, 0.19762], [2.70385, 4.20389, 0.17108], [-3.70505, -2.47107, 1.36994], [0.48647, -6.26641, -3.07387], [-2.38684, 2.46488, 4.73456], [-3.09178, -0.81010, -2.59485], [-6.48044, 2.11533, 4.47893], [-4.71339, 2.73784, -4.16012], [2.72864, -1.01813, -1.27571], [8.18850, -2.14064, -3.31024], [-1.33894, -2.20093, -1.42442], [3.13254, -3.47638, 0.66574], [7.44143, -4.58000, -0.23496], [-5.74100, -3.29715, 1.05623], [1.31244, 0.30024, -5.72798], [5.77363, 1.14947, -4.08076], [1.92375, -5.44579, 4.08370], [-1.76440, 3.08926, -0.57618], [-5.82492, 1.47644, 2.33936], [2.81871, 3.39851, -6.08432], [4.05581, 2.74707, -1.26970], [9.78677, 2.16531, -3.81665], [6.79466, 2.25099, -0.84159], [4.73728, -2.03604, 1.45156], [-8.87267, 1.84213, -1.60648], [2.27906, 4.53917, 2.76214], [1.01448, -2.61021, -1.67741], [-2.61707, 0.54058, -1.70645], [-2.31551, -5.59962, 1.90678], [3.93152, 0.76248, 3.43526], [2.41434, -0.90567, 0.41246], [-1.09263, 0.70559, -3.62664], [-4.71549, 4.73728, 6.03984], [0.71389, 1.03486, 2.88463], [-3.24292, 6.58820, 5.63248], [-3.99569, -1.07762, 6.11641], [-0.85424, -0.99546, -3.70162], [1.07467, -0.34886, -2.65632], [-6.30246, 3.37589, -5.90563], [2.25218, 3.51240, 4.65192], [-1.79240, 4.27960, 0.72791], [-0.65914, 0.35721, 3.74553], [-3.97298, 0.28876, 1.14346], [3.60728, -3.14843, -1.06600], [-2.03297, -1.41254, 0.00027], [-0.66628, 0.94214, 0.16886], [2.70854, -1.59878, -4.74557], [5.64190, -2.91582, 0.25049], [5.15831, -1.28553, -0.04637], [9.39310, 4.07808, -2.07772], [-6.08471, 1.69070, 6.84260], [-3.68655, 2.81402, 2.70509]],
  "atomic_forces_ev_per_a": [[-1.9, -0.1, -1.2], [-0.7, 0.3, 0.5], [-1.6, 0.6, -0.1], [-0.4, -1.5, -0.9], [0.2, 0.4, -0.2], [-0.1, -0.5, 0.0], [1.0, -0.1, 1.3], [0.8, -0.1, 0.9], [0.7, 1.0, 0.0], [-0.2, 0.1, -0.4], [1.2, -0.4, -0.4], [0.4, -1.0, -0.3], [-0.3, -0.8, -0.1], [1.3, 0.7, 0.5], [-0.6, 1.0, -2.9], [0.6, 0.6, 0.4], [0.0, -0.4, -0.4], [0.1, -0.4, 1.9], [2.2, -0.1, -0.6], [1.0, 0.3, 0.0], [0.1, -0.9, 2.6], [-1.2, -0.4, 0.0], [0.0, -0.9, 0.5], [0.4, -2.5, 0.0], [-0.8, -1.4, 0.8], [-0.4, -1.8, -0.2], [-0.9, 0.7, -0.5], [5.0, 2.8, -5.5], [-2.6, -0.7, 4.1], [-0.7, -0.3, 0.3], [-0.4, 0.6, 0.8], [0.5, -0.1, 0.2], [1.9, 1.4, 1.3], [0.8, 0.4, 0.5], [2.3, 1.7, 0.8], [-0.3, 1.3, 2.9], [-1.9, 0.3, -0.2], [0.0, -0.7, 0.6], [0.2, 0.8, -0.4], [1.0, -1.6, -0.8], [-0.8, -0.5, -0.4], [1.1, 0.7, -1.7], [-1.9, 0.8, -0.5], [-0.3, 0.8, -2.8], [0.1, 0.3, -1.1], [0.6, -1.7, -0.5], [0.1, 0.0, 0.7], [-0.5, -1.1, -1.2], [-4.4, -2.3, 0.4], [0.2, 0.2, 0.1], [1.9, 1.0, 0.5], [-2.2, -0.9, -0.5], [1.1, -2.5, 1.4], [-0.2, -1.1, -0.4], [0.0, 1.4, 1.4], [1.4, 1.2, 0.1], [0.3, -1.2, -1.8], [-0.9, -2.1, -0.5], [0.3, 0.1, -0.7], [1.6, -0.5, -0.7], [0.7, 1.0, -0.2], [1.1, 3.3, 0.1], [-0.4, 0.4, 0.2], [-1.8, 1.5, 1.8], [-0.8, -0.3, 0.4], [1.7, -1.8, -0.5], [0.5, 0.5, -0.7], [0.5, -0.7, -2.6], [-1.0, -0.4, -0.5], [0.6, -1.1, 0.6], [-0.6, 1.5, 1.4], [3.0, 0.5, 0.5], [-1.3, 0.5, 0.4], [-0.3, 0.4, -0.4], [-1.3, -2.0, -0.3], [-0.2, 0.7, 0.8], [-2.6, -0.8, -1.2], [0.2, 0.0, -0.9], [-0.1, 2.0, 0.3], [1.1, 1.1, 1.5], [1.1, 1.3, -0.8], [0.3, 1.1, -0.7], [0.7, -0.8, 0.5], [-0.8, 0.9, 1.6], [0.1, 0.3, -0.4], [-1.2, -0.9, 0.2], [-0.3, -0.5, -2.0], [0.0, 0.9, 0.4], [-0.3, -0.1, 0.4], [0.2, -0.4, 0.0], [-0.1, -0.6, 0.0], [-0.2, -0.3, -0.8], [0.8, 0.1, 0.1], [-0.3, 0.2, 0.0], [0.7, 0.2, -0.1], [-0.5, -0.3, -0.1], [0.0, -0.5, -0.1], [0.3, -0.1, 0.2], [0.7, -0.3, 0.0], [0.4, 0.5, 0.0], [0.0, 0.3, 0.2], [-0.3, 0.0, 0.4], [-0.9, -0.5, -0.2], [0.2, 0.2, 0.1], [-0.3, -0.1, -0.4], [0.2, -0.1, 0.3], [0.0, 0.2, 1.1], [-0.1, 0.0, 0.3], [-0.4, 0.4, -0.4], [-0.2, 0.2, 0.1], [-0.2, 0.0, -0.1], [-0.2, 0.4, 0.3], [-0.1, 0.8, 0.0], [-0.1, 0.0, 0.6], [-0.2, -0.1, -0.1], [0.3, -0.9, 0.4], [-0.3, 0.0, 1.0], [-0.3, 0.2, -0.7], [0.6, -0.1, -0.1], [0.3, 0.3, -0.1], [-0.5, -0.4, 0.3], [-0.6, 0.1, -0.4], [-0.3, -0.1, -0.3], [-0.3, 0.2, 0.1], [-0.1, -0.1, 0.1], [0.3, 0.3, 0.4], [-0.6, 0.5, -0.2], [0.2, 0.5, 0.1], [0.0, 0.2, -0.1], [-0.4, 0.5, -0.3], [0.0, 0.1, -0.1], [0.2, -0.4, -0.2], [0.4, 0.3, 0.4], [0.2, 0.1, 0.2], [-0.2, 0.0, 0.0], [0.0, 0.4, -0.3], [-0.8, 0.4, 0.2], [0.2, 0.1, 0.4], [0.2, -0.2, 0.0], [0.0, -0.5, -0.2], [-0.3, 0.0, 0.1], [-0.5, 0.0, 0.0], [0.1, 0.2, 0.0], [0.5, -0.1, 0.6], [-0.1, 0.0, 0.1], [0.1, -0.1, 0.0], [-0.2, -0.3, 0.3], [0.1, 0.0, 0.2], [0.0, 0.0, -0.3], [-0.1, 0.5, 0.0], [0.4, -0.3, -0.7], [-0.1, -0.2, -0.2], [0.1, 1.0, -0.4], [-0.1, -0.9, 0.3], [0.5, 0.4, 0.1], [-0.2, -0.2, 0.4], [-0.1, -0.1, 0.1], [-0.4, -0.4, -0.2], [-0.4, 0.0, -0.4], [0.3, -0.7, -0.1], [0.0, 0.0, -0.2], [0.1, 0.2, 0.4]],
  "lowdin_charge": [0.546, 0.549, 0.568, 0.493, 0.615, 0.604, 0.583, 0.559, 0.500, 0.602, 0.610, 0.630, 0.039, 0.016, 0.065, 0.013, 0.003, 0.065, 0.041, 0.026, 0.079, 0.004, 0.054, 0.047, 0.010, -0.001, 0.065, 0.194, 0.199, -0.125, -0.095, -0.001, -0.039, -1.368, -0.011, 0.004, -0.347, -0.012, -0.233, -0.089, -0.002, -0.268, -0.179, -0.332, -0.003, -0.029, -0.024, -1.459, -0.725, -1.427, -0.082, -0.001, -0.366, -0.002, -0.106, -0.136, -0.053, -0.345, -0.005, -0.017, 0.006, -0.319, -0.032, -0.028, -0.021, -0.032, -0.324, -0.363, -0.031, -0.080, -0.358, -0.042, -0.325, 0.002, -0.347, -0.169, -0.361, -0.007, -0.324, 0.021, -0.347, -0.343, -0.003, -0.006, -0.013, -0.028, -0.003, -1.441, 0.119, 0.097, 0.117, 0.098, 0.118, 0.125, 0.084, 0.118, 0.118, 0.064, -0.030, 0.075, 0.111, 0.133, 0.056, 0.100, 0.045, 0.105, 0.095, 0.117, 0.136, 0.119, 0.096, 0.117, 0.053, -0.021, 0.114, 0.068, 0.111, 0.076, 0.115, 0.113, 0.069, 0.014, -0.017, 0.113, 0.064, 0.128, -0.028, 0.134, 0.102, 0.102, 0.095, 0.127, 0.121, 0.066, 0.113, 0.109, 0.003, 0.085, 0.078, 0.120, 0.078, 0.068, 0.108, 0.060, 0.120, 0.118, 0.029, 0.103, 0.114, 0.072, 0.137, 0.090, 0.023, 0.030, 0.106, 0.107, 0.089, 0.049, 0.041, 0.099, 0.109, 0.105],
  "gap_ev": 6.70,
  "lumo_ev": -2.5,
  "molar_mass_g_mol": 2012.08,
  "homo_energy_ha": -0.3398,
  "total_charge": 1,
  "largest_force_ha_per_bohr": 0.154
}